{
  "formula": "C31H41N7O2OsP",
  "method": "wB97M-V/def2-TZVPD",
  "symbols": ["Os", "N", "C", "C", "N", "C", "C", "N", "H", "H", "H", "H", "H", "H", "H", "H", "H", "H", "H", "H", "H", "O", "C", "N", "C", "C", "O", "N", "C", "C", "C", "C", "C", "C", "C", "C", "C", "C", "C", "C", "H", "H", "H", "H", "H", "H", "H", "H", "H", "H", "H", "C", "C", "N", "C", "C", "N", "H", "H", "H", "H", "H", "H", "C", "P", "C", "C", "C", "C", "C", "C", "C", "H", "H", "H", "H", "H", "H", "H", "H", "H", "H", "H"],
  "positions_angstrom": [[0.584951, 0.043037, -0.896655], [2.189903, 1.041705, 0.106230], [3.441872, 1.131442, -0.670858], [3.040154, 1.612908, -2.043759], [1.823120, 0.861130, -2.513499], [2.201048, -0.262305, -3.429788], [2.659359, -1.456061, -2.632688], [1.645823, -1.700291, -1.565333], [2.335791, 0.570529, 1.008786], [1.876605, 1.974889, 0.367384], [4.144759, 1.821309, -0.203151], [3.904710, 0.147636, -0.682998], [2.785905, 2.671072, -2.007811], [3.842849, 1.495043, -2.770052], [1.277345, 1.503558, -3.091802], [1.319248, -0.512635, -4.011112], [2.968541, 0.076267, -4.126765], [2.765343, -2.327317, -3.277987], [3.628548, -1.284640, -2.170054], [0.942990, -2.358875, -1.899375], [2.084117, -2.167298, -0.772574], [-0.960533, -1.471080, -0.621700], [-0.599013, -1.631016, 0.607733], [-1.157864, -2.195225, 1.644586], [-0.403842, -1.821222, 2.884490], [0.655806, -0.855290, 2.274494], [1.490699, -0.178399, 2.809623], [0.520502, -0.956440, 0.893300], [0.317986, -3.010139, 3.506022], [0.258886, -4.281164, 2.946763], [0.915045, -5.338801, 3.565151], [1.635790, -5.126129, 4.728539], [1.699472, -3.852405, 5.281495], [1.038944, -2.796713, 4.676818], [-1.374141, -1.148427, 3.849913], [-2.536571, -1.839137, 4.183584], [-3.433406, -1.302968, 5.092341], [-3.167382, -0.078366, 5.691968], [-1.999920, 0.599953, 5.379234], [-1.102016, 0.071285, 4.458424], [-2.047737, -2.672728, 1.644448], [-0.303172, -4.474147, 2.041830], [0.851967, -6.330540, 3.138104], [2.140802, -5.951591, 5.211124], [2.253529, -3.684296, 6.194763], [1.075725, -1.812634, 5.127344], [-2.740586, -2.827902, 3.782878], [-4.327837, -1.853715, 5.349656], [-3.858269, 0.332287, 6.415401], [-1.771345, 1.538362, 5.866983], [-0.185355, 0.603896, 4.248636], [0.458854, 3.798040, -0.742549], [-0.452973, 2.937269, 0.059918], [-0.559181, 1.606091, 0.074476], [-1.541766, 1.300142, 1.010772], [-2.015477, 2.443980, 1.553900], [-1.322739, 3.455340, 0.943114], [1.335425, 4.107341, -0.167993], [-0.057377, 4.704444, -1.057536], [0.770132, 3.284561, -1.648642], [-1.866450, 0.300444, 1.234514], [-2.768163, 2.617097, 2.303111], [-1.437684, 4.441340, 1.130780], [-2.709419, 0.685350, -1.948573], [-1.103911, 0.280387, -2.660902], [-1.379299, -1.288650, -3.524900], [-0.781225, 1.525200, -3.915523], [-0.356650, 1.170585, -5.200553], [-0.152233, 2.149864, -6.160823], [-0.375862, 3.485527, -5.852447], [-0.811971, 3.845550, -4.582857], [-1.011775, 2.873626, -3.616659], [-3.437547, 0.652701, -2.761528], [-2.722867, 1.676323, -1.503112], [-2.970660, -0.056251, -1.197106], [-2.119108, -1.122220, -4.309745], [-1.777245, -2.010643, -2.816228], [-0.480749, -1.694565, -3.986428], [-0.226073, 0.132964, -5.482008], [0.159656, 1.866957, -7.157126], [-0.229955, 4.245304, -6.608501], [-1.019310, 4.882947, -4.356170], [-1.385542, 3.166547, -2.642758]],
  "forces_ev_per_angstrom": [[0.05, -0.02, 0.09], [-0.04, -0.01, 0.00], [0.01, 0.01, -0.01], [-0.08, 0.01, 0.04], [-0.01, -0.05, -0.05], [0.01, 0.04, 0.03], [-0.02, -0.04, 0.03], [0.04, 0.10, -0.08], [-0.01, -0.01, 0.03], [-0.01, -0.01, -0.01], [0.01, -0.01, 0.00], [0.01, 0.01, -0.01], [0.00, -0.01, 0.00], [0.02, 0.01, 0.01], [0.02, 0.04, 0.02], [-0.04, -0.01, -0.05], [-0.01, -0.03, -0.01], [0.00, -0.01, 0.01], [-0.02, -0.01, 0.03], [0.00, -0.01, -0.01], [0.01, -0.01, 0.00], [0.01, 0.03, -0.03], [-0.07, -0.02, 0.10], [0.01, -0.07, -0.09], [-0.03, 0.10, -0.04], [0.00, -0.09, 0.16], [-0.03, 0.01, -0.02], [0.00, 0.11, -0.08], [-0.02, -0.09, -0.05], [0.05, 0.01, 0.00], [0.00, 0.00, -0.01], [0.00, 0.02, 0.01], [-0.01, -0.03, -0.01], [0.01, 0.02, 0.04], [0.12, 0.05, 0.08], [-0.09, -0.06, 0.06], [0.00, 0.00, -0.01], [0.03, 0.01, -0.01], [-0.03, 0.00, 0.00], [-0.04, 0.01, -0.07], [0.00, 0.01, 0.03], [-0.02, 0.01, -0.01], [0.00, 0.00, 0.00], [0.00, 0.00, 0.00], [0.00, 0.00, 0.00], [-0.01, 0.01, -0.01], [0.06, 0.01, -0.03], [0.00, 0.01, 0.01], [0.00, 0.00, 0.00], [0.00, 0.00, 0.00], [0.03, 0.00, 0.00], [0.02, -0.09, -0.07], [-0.08, 0.01, 0.06], [0.09, -0.08, -0.07], [0.01, 0.04, 0.04], [-0.01, -0.04, -0.02], [0.00, 0.01, -0.03], [0.01, 0.03, -0.01], [0.02, 0.04, 0.05], [0.02, 0.00, 0.05], [0.02, 0.01, -0.02], [0.00, 0.00, 0.01], [0.00, 0.00, 0.00], [-0.03, -0.03, -0.03], [0.01, -0.05, 0.04], [-0.01, 0.07, 0.00], [0.01, 0.02, -0.03], [-0.01, 0.00, -0.02], [0.01, 0.04, -0.02], [0.02, -0.03, -0.02], [-0.01, 0.01, 0.02], [-0.01, 0.02, -0.03], [0.00, -0.01, 0.00], [0.02, 0.01, -0.01], [-0.03, 0.00, -0.01], [-0.01, 0.02, 0.01], [0.00, -0.03, 0.02], [0.02, 0.01, 0.01], [0.00, 0.00, 0.01], [0.00, 0.00, 0.00], [0.00, 0.00, 0.00], [0.01, 0.00, 0.00], [-0.03, -0.03, -0.03]],
  "orbital_gap_ev": 6.337,
  "homo_energy_ev": -15.53,
  "de_lowest_kcal_mol": 0.0,
  "total_charge": 3,
  "total_energy_ha": -2170.9224
}